(1)
129
Properties=species:S:1:pos:R:3 method="wB97M-V/def2-TZVPD" gap_ev=6.01 total_charge=-1
H 6.7163 -16.3961 -21.1885
H 6.3857 -13.3622 -17.6762
H 10.7865 -12.4977 -17.2200
H 2.9177 -12.5869 -15.6604
H 4.2383 -13.5786 -10.5128
H 4.8696 -15.6892 -14.5100
N 0.6618 -10.8791 -18.2450
C 9.6341 -9.5171 -18.0442
H 7.9838 -15.6968 -15.3669
C 6.9817 -19.2175 -21.6410
C 8.5044 -10.2600 -17.8128
H 8.3635 -18.4508 -16.6293
C 7.7588 -17.5677 -16.4267
H 7.5297 -13.2536 -22.5105
H 2.4501 -14.6426 -17.9389
H 6.8197 -17.8318 -15.9432
H 2.8623 -13.0057 -18.0903
O 8.2590 -19.5803 -21.0961
H 2.8273 -14.3352 -14.0039
H 5.1712 -15.7064 -21.5405
C 10.7646 -10.2978 -17.7180
F 11.7686 -16.0737 -18.2214
N 3.9893 -14.1692 -23.5218
C 2.6084 -13.5707 -16.0329
C 4.6062 -16.6979 -11.8448
C 3.0615 -13.8763 -17.4577
C 10.2991 -11.5631 -17.4346
O 8.7038 -14.7079 -17.6899
C 5.0882 -15.9906 -24.1084
C 9.6975 -15.2899 -17.3693
H 1.5208 -13.5495 -16.0594
F 11.0694 -19.4566 -20.4837
H 5.5172 -12.7165 -23.9016
C 6.6286 -20.1881 -22.7685
C 3.1235 -9.3361 -14.7221
C 8.2890 -12.5475 -22.2151
H 2.8469 -9.4503 -16.8584
C 0.7447 -9.5079 -18.1540
H 2.9479 -18.0544 -12.0976
C 10.0671 -19.5286 -19.5964
C 2.7510 -15.0273 -10.6947
H 2.9898 -12.5630 -19.8657
C 2.3636 -16.2891 -11.0857
H 3.2238 -13.5593 -23.2839
H 6.9815 -14.8926 -24.5238
O 2.1568 -12.2168 -20.1881
H -0.9012 -10.2718 -15.4257
H 5.2033 -17.0151 -20.3910
H 8.9820 -16.9897 -14.7495
C 10.0603 -11.1887 -22.1681
H 6.5152 -15.8224 -18.7848
C 4.5533 -14.9225 -18.9918
O 9.7658 -16.2360 -16.4480
H -0.3958 -12.3200 -17.0903
C 4.9964 -15.2538 -16.5642
H 8.3424 -12.3160 -17.3226
H 7.0327 -19.8704 -23.7268
H 2.9687 -16.0521 -23.3870
H 10.9276 -10.5803 -22.3712
H 5.3400 -17.3738 -12.2677
F 11.7601 -14.1073 -17.2988
C 3.1337 -14.5784 -15.0202
F 9.7935 -20.8044 -19.3440
C 5.2843 -9.9691 -14.8921
H 5.2704 -12.5270 -16.5993
F 10.8166 -14.3923 -19.2007
C 9.2282 -11.8836 -23.0254
C 4.2938 -9.4734 -14.0110
C 4.0624 -14.5840 -10.8707
H 7.5215 -17.1452 -17.4050
H 6.2224 -19.2188 -20.8600
P 0.9433 -16.6195 -20.4325
H 4.5284 -9.3681 -12.9623
F 1.6429 -17.9526 -21.0898
F -0.3194 -17.5022 -20.0443
H 4.7768 -16.2879 -16.8388
H 6.2760 -10.3573 -14.7152
C 5.7638 -16.1414 -20.7362
H 6.8600 -21.2068 -22.4675
C 5.3422 -13.0691 -17.5380
C 4.6310 -14.8404 -15.1526
H 5.4404 -16.9755 -24.3738
H 1.2629 -9.0330 -18.9738
C 0.0222 -11.3242 -17.1393
H 10.0108 -10.9245 -20.0479
C 8.5421 -12.1653 -20.9184
N 9.6230 -11.3505 -20.8733
H 2.1649 -9.0251 -14.3475
F 2.1571 -15.5284 -20.7300
H 6.4894 -14.3538 -19.7868
H 5.0530 -12.4407 -18.3796
H 6.0208 -15.0661 -11.4316
C 5.9233 -14.8747 -24.3085
C 0.1028 -9.0979 -17.0207
C 3.8696 -15.5249 -23.6529
C 8.8239 -18.8000 -20.2026
C 3.2807 -17.0974 -11.7140
C -0.3289 -10.2513 -16.3393
H 7.9805 -12.3704 -20.0206
F 0.1570 -15.3339 -19.8001
H 9.3362 -11.9215 -24.0959
H 5.5477 -20.1084 -22.9102
F 10.4549 -18.9413 -18.4731
C 5.2177 -13.7492 -23.9435
C 4.7416 -9.8876 -16.1457
C 5.0064 -15.4479 -11.4104
N 4.5185 -14.3072 -17.6095
N 3.4342 -9.5541 -16.0447
H 5.1403 -10.0714 -17.1314
H 1.3408 -16.6387 -11.0170
H 7.4558 -10.0246 -17.8719
H 6.0850 -15.3010 -16.6800
H 0.0361 -8.0772 -16.6721
F 0.4302 -16.2850 -21.9426
N 8.9259 -11.5330 -17.5573
F 1.7428 -16.9904 -19.0629
H 2.0860 -14.2894 -10.2598
H 3.9756 -14.2834 -19.6612
C 8.6122 -16.5359 -15.6663
H 3.9722 -15.8466 -18.9624
C 11.0661 -14.9672 -18.0370
H 6.9831 -18.2156 -22.0652
H 5.1450 -13.9468 -14.7858
H 1.1270 -11.4126 -19.0122
H 11.7565 -9.9551 -17.9664
O 8.4697 -17.7147 -19.8433
C 5.9334 -15.2536 -19.5133
H 9.6878 -8.4778 -18.3286
H 2.7010 -15.5514 -15.2994

***

(2)
120
Properties=species:S:1:pos:R:3 method="wB97M-V/def2-TZVPD" gap_ev="8.50 / 4.62" s_squared=6.0370 multiplicity=5 total_charge=+2
C -3.3452 -2.5981 4.3720
H 3.8949 5.8411 0.2499
H 3.7578 -2.5851 2.6663
H -0.4589 -4.3064 4.6135
C 2.4054 2.4460 4.9343
H 0.8533 -3.3480 -1.7145
H 1.5647 6.1035 -0.4870
H 0.5996 -4.8408 -0.8125
H -1.9774 -4.7061 2.0872
H -1.5552 2.3908 -2.0975
H 3.7865 -4.5760 4.1372
P -1.0922 -2.0335 2.8173
C 0.4562 -3.9395 4.1681
C -3.9447 -2.5847 -3.3715
H 1.9047 2.9465 -3.7893
H 1.6095 -1.4910 -0.3996
C 4.9754 -1.2737 -1.2846
C -4.4052 -3.3965 4.7970
H -3.2563 -4.4582 -2.7257
H 5.6800 0.5360 -2.2316
H 4.7807 3.3164 -0.0395
H -5.4100 -5.2814 4.5894
H -7.1119 1.1560 -1.0463
H 3.7079 -0.2820 -3.4971
C -6.1527 0.8375 -1.4417
H 2.0590 2.7432 1.1583
C 1.4163 4.5856 4.4396
H 1.6740 -0.6822 -2.6163
H 1.5780 5.0486 0.9139
C 0.2563 1.6897 -3.0966
H -4.3310 -2.9885 -4.3071
C -2.4713 -3.0662 3.3938
C -0.9690 2.6095 -2.9896
H 2.7960 2.8071 -1.7728
H -7.2569 -0.6991 0.6416
C 3.4050 4.9896 -0.2216
C 0.4076 2.8597 -5.3520
C -1.6704 -3.2556 -2.4908
H 0.1978 3.8272 -0.5731
H 1.7985 1.3805 -4.5837
C -4.2084 -0.3804 -0.4035
C 0.4724 -4.3594 -1.7795
H 1.6837 -5.4197 5.1215
C 1.6674 -4.5611 4.4614
H 5.5149 -1.8076 -2.0688
H 1.7495 0.8032 3.6989
H 2.8310 -0.3819 0.1774
H -0.8216 1.1224 -5.6763
N -5.5309 -0.0894 -0.4761
C 2.2479 -0.0805 -1.9128
H -4.7758 -2.4475 -2.6763
C 2.2854 3.8050 5.1940
C 2.8295 -2.9678 3.0778
H 4.1010 3.8428 1.4916
H 2.8683 4.2580 5.9875
C -1.8292 2.4421 -4.2590
S -0.9596 -1.6863 -2.5770
H -2.5244 1.6052 -4.1252
H 3.3261 -2.5475 -1.9121
N -0.9498 -4.3227 -2.1363
C 1.1979 4.0273 -0.9726
C 2.8470 -4.0817 3.9129
H 1.3196 5.6448 4.6453
H -1.4065 -5.2187 -2.1888
H -5.3602 -2.2164 1.9984
H 1.6053 -1.4833 2.1208
C -3.7140 -5.1328 3.2764
H -5.5156 1.7051 -1.5808
H 0.2678 3.9279 -5.1588
H -3.4842 -1.6267 -3.5700
C 0.4378 -2.8395 3.3150
N 0.0956 2.0269 2.0789
C 2.0407 2.7305 -0.9889
S -1.1142 -2.1336 0.7540
S -2.9922 0.1906 -1.4499
H 1.0667 4.3869 -1.9951
H -6.2991 0.3406 -2.3989
C 0.8179 2.6592 3.1696
Pd -0.7496 0.1619 -0.1762
C 3.5682 0.3520 -2.6164
C -0.9597 2.1972 -5.5114
H -3.1904 -1.6168 4.8046
H 3.7018 5.0082 -1.2756
C 0.6712 4.0193 3.4196
C 1.8858 5.1238 -0.1339
C -5.2604 -1.5343 1.1653
C 1.6283 -2.3489 2.7740
H 0.9807 2.7829 -6.2755
H -3.1248 -1.6361 0.8571
O 0.4062 0.8250 1.7494
H 3.5107 1.3719 -2.9926
H -0.1159 0.7099 -3.4117
H -5.0791 -3.0340 5.5652
H 1.0355 -4.9062 -2.5349
C -4.5886 -4.6586 4.2506
N -4.0630 -1.2607 0.5960
S -1.3034 -0.1917 3.5161
C 2.7737 2.5910 0.3505
P 1.0590 1.2747 -1.4954
H 5.6044 -1.3150 -0.3930
H -0.0076 4.6176 2.8279
H 3.7312 -2.7072 -0.2115
C 4.7885 0.1909 -1.7080
H -3.8508 -6.1245 2.8625
C 3.8648 3.6725 0.4389
C 3.6281 -1.9824 -1.0216
C -6.1913 -0.7859 0.4967
N -2.9521 -3.5021 -2.8108
H -1.4645 2.5833 -6.3970
C 1.2045 2.2122 -4.1975
N -0.9474 2.6531 1.5834
H -0.6446 3.6458 -2.8979
H 3.2052 1.6024 0.4970
C -2.6594 -4.3405 2.8454
O -1.5562 2.0059 0.7222
H 3.0741 1.8347 5.5288
H -2.4373 3.3390 -4.3992
C 1.6708 1.8613 3.9138
H 4.6825 0.8318 -0.8286
C 2.5266 -0.9792 -0.6887

***

(3)
114
Properties=species:S:1:pos:R:3 method="wB97M-V/def2-TZVPD" gap_ev=8.42 smiles="C#Cc1c(Cl)c(B(O)CC)c2c(c1CCC(=O)Nc1ccccc1)Sc1ccccc1N2.CCCCCC.CCCCCC.CCCCCC"
Cl -2.1528 -3.5058 -0.8457
S -1.9421 2.6834 -0.2161
H 5.2636 -0.8431 -6.9836
C -4.7497 -4.3018 6.5898
C 3.8312 2.0384 -2.1571
H -2.8449 1.1996 3.4643
H 5.3796 -0.8867 -4.6848
C 4.6658 1.3108 -1.3168
N -4.3221 1.0494 -1.2181
C -2.0500 -1.7774 -0.7758
C 6.7997 0.7191 -4.5412
H -5.3168 -4.2246 3.7974
C 5.7391 1.9438 -0.7122
C 0.2297 -2.0042 0.0786
C -3.5846 -1.8450 -4.0756
H 8.4095 2.1140 -4.1387
H -4.3220 -4.7074 7.5075
C -2.1991 -3.0963 2.7410
H 0.1580 1.6471 0.9502
C 8.2055 1.0462 -4.0483
C -1.1239 0.2424 5.5237
H -2.9775 1.3198 5.7627
H 0.6248 2.4163 -1.2962
H 5.5511 -2.5674 -7.2267
H -5.3840 -2.7807 -3.3456
H 0.3206 3.9963 6.4293
C -1.9580 1.3573 6.1565
C 7.3375 -1.4534 -6.7033
C -3.1236 0.3284 -0.9426
C -1.9555 0.9372 -0.5155
O -5.3586 -2.2942 -0.7125
H -2.9873 -0.9495 -3.9300
H -4.8151 -5.1193 5.8705
H 0.7235 2.3125 6.1195
H 6.0804 1.3125 -3.9684
H -0.1543 0.1795 6.0255
H -3.9038 -1.8673 -5.1161
H -0.2551 -0.4323 3.6859
H 6.0540 -1.4018 -8.4516
H -1.9691 0.4411 2.1402
H 6.6941 1.0375 -5.5821
C 1.7468 0.7805 -1.9938
C 5.9841 3.2843 -0.9550
C 4.0711 3.3785 -2.4045
H 5.3301 5.0492 -2.0107
C -4.0792 4.9653 -2.7359
H -3.8578 -1.6406 4.5318
H -0.3443 1.3094 3.8094
H -1.2923 -3.6039 2.4119
C -3.1691 3.2174 -1.3661
H -1.9225 -2.4277 3.5590
B -4.4907 -1.7754 -1.6236
N 2.7033 1.3965 -2.8112
H 8.3214 0.7723 -2.9973
H -2.8810 -4.7244 3.9743
C 0.4507 0.8871 0.2230
C -3.1031 4.5055 -1.8717
C 6.4274 -0.7554 -4.3978
H -2.2968 5.1638 -1.5853
C -3.2672 -4.0974 3.1658
C -2.1860 0.3686 3.2064
C -0.8966 0.3886 4.0203
H -5.9544 2.1719 -2.9458
H 1.0757 0.1811 0.7581
H -1.3660 3.0063 4.8888
H -2.7318 -0.5626 3.3724
H -2.0443 1.1596 7.2297
H 3.3992 3.9075 -3.0614
H -4.9824 -2.8738 2.7447
C 5.1510 4.0055 -1.8059
C -3.9040 -3.1481 6.0584
C 7.2999 -1.7218 -5.1999
H -2.5523 -2.4822 1.9096
C -4.2007 2.3674 -1.7341
C -5.1073 4.1180 -3.1153
H -1.6220 -0.7140 5.7143
C -3.1761 -1.0442 -1.1038
H -5.0595 -2.1669 0.1921
H 6.8229 3.7765 -0.4881
C 1.1285 -2.5370 0.6768
H 3.0322 0.6760 -3.4466
C 1.2345 1.6258 -0.8612
H -3.8265 -2.3794 6.8319
C -5.1556 2.8239 -2.6274
H 7.7563 -0.4623 -6.8978
C -4.5805 -3.4433 3.5905
H -5.4722 -1.0380 -3.3950
H 6.4845 -1.0326 -3.3398
H 8.3213 -1.7018 -4.8098
C -4.4732 -2.5061 4.7948
H -2.0987 3.4800 6.4021
H 8.0248 -2.1673 -7.1644
H -2.8841 -3.4969 5.8752
H 6.9348 -2.7397 -5.0311
C -0.8712 -1.1882 -0.3368
O 1.3037 -0.3053 -2.2760
H 2.0718 2.1350 -0.3888
H -5.8631 4.4627 -3.8029
C -4.8089 -1.8738 -3.1574
H 8.9687 0.5175 -4.6214
H 1.9894 -3.0223 1.0603
H -0.0405 2.7691 7.6438
H -2.9705 -2.7265 -3.9170
H 6.3838 1.3864 -0.0503
H -5.7653 -3.9683 6.8131
H -5.4691 -2.1090 5.0161
H -4.9845 0.9987 -0.4552
C -0.8060 0.2029 -0.2397
H -3.4723 -4.7722 2.3302
C 5.9735 -1.5720 -7.3773
C -1.4023 2.7660 5.9550
H -4.0380 5.9708 -3.1216
C -0.0210 2.9700 6.5708
H 4.4816 0.2601 -1.1443